[1]
A structure of composition C17H7Cl5GaN3O4S2, computed with ωB97M-V/def2-TZVPD.

Last column: Löwdin charge in e.
Positions of all 39 atoms, in Å:
1 Ga -0.531 0.330 -0.382  0.755
2 O 2.439 -1.963 -3.773  0.104
3 C 1.409 -1.805 -2.901  -0.415
4 O 1.318 -2.401 -1.842  0.137
5 C 0.564 -0.623 -3.314  -0.099
6 C 0.682 -0.224 -4.697  0.046
7 C -0.201 0.728 -5.155  0.000
8 C -1.211 1.285 -4.337  0.074
9 C -1.195 0.859 -3.017  -0.161
10 N -0.240 0.066 -2.491  0.138
11 C -2.379 1.164 -2.156  -0.503
12 O -3.333 1.838 -2.519  0.131
13 O -2.266 0.655 -0.947  -0.053
14 H 2.943 -2.704 -3.399  0.145
15 H 1.521 -0.667 -5.323  0.153
16 H -0.104 0.998 -6.177  0.111
17 H -1.828 2.087 -4.666  0.129
18 S 1.537 2.394 6.681  0.321
19 C 1.652 1.427 5.353  -1.087
20 N 1.705 0.712 4.425  -0.012
21 S -1.515 3.149 3.437  1.075
22 C -2.859 2.348 2.759  -0.389
23 C -2.498 1.610 1.690  -0.204
24 N -1.120 1.695 1.334  -0.064
25 C -0.516 2.368 2.264  -0.432
26 H -3.857 2.406 3.241  0.094
27 H -3.126 0.965 1.105  0.102
28 H 0.578 2.576 2.378  0.100
29 Cl -1.656 -2.345 0.440  0.759
30 C -0.329 -1.858 1.409  -0.700
31 C 0.375 -0.742 1.037  -0.292
32 C 1.688 -0.600 1.471  -0.742
33 Cl 2.735 0.538 0.820  0.737
34 C 2.364 -1.579 2.296  -0.671
35 Cl 4.055 -1.509 2.729  0.672
36 C 1.593 -2.679 2.770  -0.728
37 Cl 2.170 -3.761 3.906  0.745
38 C 0.220 -2.796 2.352  -0.646
39 Cl -0.782 -3.942 3.200  0.668

HOMO energy in Ha: -0.22184
Orbital gap in Eh: 0.1207
Electronic energy in hartree: -6139.348376
LUMO energy in eV: -2.75

=====

[2]
A cluster of 11 separate species, C17H8Cl40N in total, computed with ωB97M-V/def2-TZVPD.

Last column: Löwdin charge in e.
Positions of all 66 atoms, in Å:
1 C -6.133 1.616 -2.822  0.049
2 C -5.004 1.341 -2.098  -0.126
3 C -5.202 0.621 -0.795  -0.179
4 C -5.934 -0.574 -0.882  -0.012
5 C -6.202 -1.291 0.318  -0.203
6 C -5.708 -0.764 1.516  -0.133
7 N -5.002 0.366 1.506  0.120
8 C -4.736 1.085 0.413  -0.043
9 H -6.883 2.244 -2.334  0.082
10 H -6.335 1.204 -3.810  0.078
11 H -4.005 1.603 -2.447  0.093
12 H -6.262 -0.897 -1.852  0.052
13 H -6.781 -2.192 0.325  -0.022
14 H -5.906 -1.283 2.441  0.110
15 H -4.632 0.714 2.385  0.192
16 H -4.171 2.034 0.478  -0.009
17 C -1.697 4.218 -1.034  -1.976
18 Cl -0.263 3.488 -1.742  0.526
19 Cl -2.691 2.926 -0.285  0.618
20 Cl -1.224 5.379 0.201  0.557
21 Cl -2.646 5.019 -2.286  0.534
22 C 1.806 0.126 -1.312  -2.012
23 Cl 2.510 0.064 0.301  0.512
24 Cl 0.037 0.065 -1.193  0.495
25 Cl 2.303 1.637 -2.107  0.492
26 Cl 2.373 -1.242 -2.264  0.516
27 C 3.656 -1.264 -6.348  -2.046
28 Cl 3.288 -0.257 -4.942  0.468
29 Cl 3.694 -2.962 -5.852  0.523
30 Cl 2.407 -1.038 -7.579  0.526
31 Cl 5.227 -0.808 -7.011  0.533
32 C 6.355 0.683 1.350  -2.033
33 Cl 5.370 1.308 0.025  0.496
34 Cl 7.209 -0.767 0.819  0.515
35 Cl 7.530 1.912 1.844  0.522
36 Cl 5.305 0.277 2.719  0.494
37 C -8.060 -3.985 -2.645  -1.992
38 Cl -6.672 -4.789 -3.375  0.558
39 Cl -9.018 -5.152 -1.737  0.557
40 Cl -7.474 -2.715 -1.534  0.658
41 Cl -9.051 -3.243 -3.901  0.554
42 C 8.122 -0.658 6.045  -2.040
43 Cl 8.034 -0.030 4.396  0.482
44 Cl 6.485 -0.812 6.702  0.521
45 Cl 8.901 -2.242 6.022  0.509
46 Cl 9.058 0.450 7.052  0.535
47 C -3.635 8.831 -0.474  -2.051
48 Cl -3.038 9.352 1.104  0.531
49 Cl -4.944 9.894 -0.994  0.540
50 Cl -2.320 8.889 -1.653  0.522
51 Cl -4.237 7.169 -0.354  0.473
52 C 10.619 -5.831 4.718  -2.062
53 Cl 9.904 -4.859 3.425  0.504
54 Cl 12.122 -5.077 5.258  0.525
55 Cl 9.489 -5.927 6.076  0.511
56 Cl 10.955 -7.457 4.116  0.527
57 C -9.784 -1.354 2.876  -1.997
58 Cl -9.491 -0.870 4.547  0.551
59 Cl -11.004 -0.310 2.154  0.557
60 Cl -8.258 -1.200 1.949  0.655
61 Cl -10.321 -3.031 2.824  0.558
62 C 10.394 -1.926 -1.650  -2.062
63 Cl 11.845 -2.615 -2.382  0.532
64 Cl 9.437 -3.218 -0.909  0.503
65 Cl 10.856 -0.754 -0.410  0.515
66 Cl 9.428 -1.121 -2.892  0.518

HOMO energy in Ha: -0.43505
Total charge: +1
Orbital gap in Eh: 0.2804
Electronic energy in hartree: -19114.492623
LUMO energy in eV: -4.21

=====

[3]
A structure of composition C17H8N3O9Ta, computed with ωB97M-V/def2-TZVPD.

Last column: Löwdin charge in e.
Positions of all 38 atoms, in Å:
1 Ta 1.736 0.917 -0.723  2.085
2 O 2.723 -2.699 0.829  0.277
3 C 2.185 -1.671 0.889  -0.364
4 O 2.038 -0.839 -0.318  -0.224
5 C 1.563 -0.984 2.062  -0.042
6 C 1.568 -1.698 3.254  0.116
7 C 1.015 -1.132 4.389  -0.065
8 C 0.417 0.108 4.391  0.146
9 C 0.410 0.810 3.200  -0.051
10 C 0.982 0.302 2.060  -0.161
11 O 0.940 1.131 0.917  -0.194
12 N -0.226 2.135 3.094  -0.362
13 O 0.512 3.088 3.173  0.157
14 O -1.418 2.132 2.895  0.159
15 N 1.083 -1.889 5.664  -0.337
16 O 0.613 -1.345 6.634  0.141
17 O 1.604 -2.978 5.611  0.137
18 H 2.005 -2.687 3.297  0.156
19 H -0.022 0.507 5.298  0.164
20 O 2.306 3.265 -3.970  0.284
21 C 1.729 2.558 -3.246  -0.411
22 O 2.096 2.268 -1.924  -0.213
23 C 0.496 1.724 -3.398  -0.135
24 C -0.301 1.774 -4.512  0.073
25 C -1.432 0.972 -4.545  0.101
26 C -1.743 0.130 -3.477  -0.111
27 C -2.898 -0.702 -3.479  0.029
28 C -3.160 -1.516 -2.423  -0.005
29 C -2.285 -1.547 -1.309  0.010
30 C -1.170 -0.758 -1.271  -0.014
31 C -0.876 0.093 -2.350  -0.165
32 N 0.241 0.900 -2.329  0.017
33 H -0.028 2.433 -5.325  0.155
34 H -2.089 0.999 -5.406  0.153
35 H -3.558 -0.676 -4.336  0.141
36 H -4.039 -2.145 -2.423  0.134
37 H -2.510 -2.206 -0.481  0.134
38 H -0.507 -0.772 -0.412  0.085

HOMO energy in Ha: -0.60406
Total charge: +2
Orbital gap in Eh: 0.2413
Electronic energy in hartree: -1550.328326
LUMO energy in eV: -9.87

=====

[4]
A structure of composition C18H10Co2LiO6, computed with ωB97M-V/def2-TZVPD.

Last column: Löwdin charge in e.
Positions of all 37 atoms, in Å:
1 C 2.513 -0.534 -2.394  -0.063
2 Li 0.746 3.285 -5.097  0.485
3 C 1.279 -1.169 -2.155  -0.099
4 C 0.204 -0.166 -2.110  -0.181
5 C 0.829 1.065 -2.629  -0.234
6 C 2.232 0.866 -2.704  -0.230
7 C 3.101 1.958 -2.875  -0.060
8 C 2.576 3.253 -2.997  -0.188
9 C 1.187 3.452 -2.914  -0.269
10 C 0.295 2.358 -2.787  -0.118
11 H 3.505 -0.956 -2.367  0.077
12 H 1.141 -2.222 -1.944  0.081
13 H -0.857 -0.424 -2.253  0.114
14 H 4.164 1.765 -2.879  0.098
15 H 3.250 4.121 -3.068  0.090
16 H 0.801 4.475 -2.847  0.077
17 H -0.780 2.492 -2.685  0.094
18 O -1.950 2.004 4.261  0.143
19 C -1.778 0.898 4.029  -0.164
20 Co -1.568 -0.836 3.702  -0.010
21 C 0.200 -0.944 3.824  -0.101
22 O 1.359 -0.964 3.917  0.124
23 C -2.159 -1.057 5.337  -0.168
24 O -2.541 -1.177 6.423  0.121
25 C -2.123 -0.431 1.749  -0.223
26 C -1.285 -0.570 0.652  -0.275
27 C -0.549 0.147 -0.282  -0.106
28 Co -1.571 -2.100 1.550  0.057
29 C -0.068 -2.791 1.034  -0.137
30 O 0.939 -3.251 0.660  0.093
31 C -2.667 -3.335 0.898  -0.121
32 O -3.351 -4.181 0.489  0.084
33 C -1.691 -2.697 3.427  -0.300
34 O -1.790 -3.719 4.002  0.052
35 H -3.054 0.133 1.734  0.064
36 H 0.529 0.190 -0.037  0.112
37 H -1.072 1.060 -0.666  0.082

HOMO energy in Ha: -0.05065
Total charge: -1
Orbital gap in Eh: 0.0861
Electronic energy in hartree: -3916.214485
LUMO energy in eV: 0.96

=====

[5]
A structure of composition C18H10F6N3O8PdS5Se, computed with ωB97M-V/def2-TZVPD.

Last column: Löwdin charge in e.
Positions of all 52 atoms, in Å:
1 Pd -2.467 1.136 0.025  0.494
2 F -1.800 -1.986 1.022  0.126
3 C -2.766 -2.765 0.535  -0.652
4 F -3.046 -3.682 1.465  0.126
5 F -2.311 -3.391 -0.545  0.139
6 S -4.316 -1.765 0.180  0.610
7 O -4.051 -0.450 0.758  -0.386
8 O -5.357 -2.524 0.801  -0.272
9 N -4.358 -1.798 -1.377  -0.301
10 S -4.810 -0.637 -2.344  0.587
11 O -4.387 0.678 -1.956  -0.334
12 O -6.156 -0.796 -2.812  -0.280
13 C -3.764 -1.074 -3.815  -0.671
14 F -4.382 -0.640 -4.920  0.121
15 F -2.570 -0.495 -3.754  0.132
16 F -3.592 -2.392 -3.929  0.128
17 Se -2.163 3.408 -0.567  0.320
18 O -0.169 0.696 0.355  -0.067
19 C -0.308 -0.142 -0.551  -0.604
20 O -1.424 -0.261 -1.188  -0.130
21 C 0.810 -1.055 -0.930  -0.126
22 C 1.984 -1.035 -0.193  -0.007
23 C 3.044 -1.891 -0.500  0.018
24 C 2.858 -2.745 -1.558  -0.216
25 O 3.740 -3.664 -2.069  0.023
26 C 3.012 -4.383 -3.062  -0.147
27 O 1.791 -3.699 -3.299  0.029
28 C 1.686 -2.765 -2.292  -0.195
29 C 0.635 -1.936 -2.008  0.086
30 H 2.058 -0.348 0.639  0.114
31 H 3.963 -1.890 0.070  0.117
32 H 2.802 -5.394 -2.695  0.134
33 H 3.595 -4.413 -3.983  0.132
34 H -0.291 -1.945 -2.566  0.130
35 S 1.427 0.439 4.455  0.588
36 C 0.380 1.402 3.620  -1.094
37 S -1.310 1.036 3.426  1.011
38 C -1.489 2.438 2.419  -1.035
39 N -0.426 3.126 2.267  0.030
40 N 0.619 2.553 2.933  -0.131
41 C 1.895 3.154 2.702  -0.206
42 C 2.164 3.619 1.422  -0.004
43 C 3.386 4.219 1.165  -0.078
44 C 4.329 4.350 2.176  -0.098
45 C 4.043 3.882 3.450  -0.084
46 C 2.823 3.281 3.723  -0.049
47 S -3.001 2.757 1.563  0.484
48 H 1.417 3.502 0.648  0.110
49 H 3.601 4.579 0.168  0.102
50 H 5.284 4.815 1.970  0.097
51 H 4.773 3.984 4.243  0.101
52 H 2.595 2.913 4.711  0.079

HOMO energy (spin up / spin down) in Ha: -0.21220 / -0.22061
Total charge: -1
Orbital gap (spin up / spin down) in Eh: 0.2389 / 0.2457
Electronic energy in hartree: -6577.643885
LUMO energy (spin up / spin down) in eV: 0.73 / 0.68

=====

For each record above, in turn, the calculated F_max values are 3.0 2.4 2.4 3.7 1.8 eV Å⁻¹.